# 1
DFT (ωB97M-V/def2-TZVPD) results for a structure of composition C46H115N8O10Y at a distorted geometry.

CARTESIAN COORDINATES (ANGSTROEM)
Y1 1.3945 -1.3671 -5.1209
O1 3.8867 1.7276 1.2379
O2 0.6324 -0.6063 -3.0916
O3 -0.7989 6.6975 -3.4485
O4 -3.5554 -0.9841 -6.6971
O5 0.0351 4.8783 4.2049
O6 -2.5945 -2.7872 1.3049
O7 5.8541 -3.4359 -4.7411
O8 0.5211 -0.2752 6.7198
O9 -6.9133 2.3435 0.5862
O10 4.0941 -6.9132 -1.3192
N1 5.5840 0.6313 4.2833
N2 -0.4108 3.9771 1.6253
N3 -0.7574 -0.7573 -6.0157
N4 3.3422 -2.4974 -4.1830
N5 0.3301 -1.5376 6.1525
N6 2.0508 -3.9711 -2.0953
N7 -1.3279 4.5603 -1.5329
N8 -5.7763 1.9426 -0.1239
C1 -4.4882 -1.2824 -5.6449
C2 -0.5222 3.5927 3.9982
C3 1.5866 -2.6407 7.9579
C4 -0.4886 -2.8224 4.2381
C5 2.7909 -1.8828 5.9171
C6 3.1989 -6.1158 -2.0536
C7 -5.5934 2.6262 -1.4223
C8 -1.1231 6.9716 -2.1155
C9 -5.5276 0.4939 -0.0023
C10 -1.6658 -0.7432 4.9901
C11 -4.1280 0.1879 -0.5599
C12 -1.7713 0.2056 -5.4675
C13 -5.4951 0.1322 1.5022
C14 5.1438 0.5926 2.8880
C15 4.7362 -7.8826 -2.1513
C16 1.1531 -3.8587 5.8991
C17 0.8084 4.9429 5.3732
C18 -5.4875 4.1323 -1.1588
C19 -2.0899 -3.6859 0.3378
C20 -0.3202 -1.4053 4.8287
C21 -3.9807 0.7275 -1.9700
C22 -6.5612 -0.4235 -0.6930
C23 -4.2011 2.2449 -2.0468
C24 4.2454 -0.9148 -2.5147
C25 0.9273 5.5293 -1.3808
C26 -1.0760 1.5791 -5.2988
C27 0.6463 -3.8245 4.4579
C28 -0.5730 5.8313 -1.2568
C29 -6.7592 2.3692 -2.3539
C30 -1.2534 7.6666 -4.3790
C31 5.6816 -2.7582 -3.5237
C32 -2.9513 0.2688 -6.4462
C33 4.0035 1.5983 2.6366
C34 -1.8328 2.1395 2.4508
C35 0.6225 -0.5996 3.8799
C36 -1.2967 3.5531 2.7141
C37 1.4565 -2.4502 6.4329
C38 2.7114 2.3844 0.8147
C39 0.3997 1.1119 -1.3082
C40 4.5868 -1.7294 -3.7738
C41 0.1232 -0.3148 -1.8240
C42 4.8331 -0.8603 2.5238
C43 2.1936 -5.0290 0.1464
C44 6.7587 -4.5162 -4.7198
C45 2.8303 -4.8819 -1.2237
C46 0.4834 -1.2896 -0.7167
H1 -0.0034 1.3188 -0.3190
H2 -1.6883 4.6883 -2.4749
H3 1.9072 1.6576 0.9539
H4 -4.5826 0.1534 -2.6784
H5 -4.9123 -0.7677 1.6861
H6 -0.8749 7.4181 -5.3736
H7 2.2666 -3.4417 8.2464
H8 1.5244 -3.2947 -1.5518
H9 3.8287 -1.1296 2.8505
H10 -4.6124 4.5101 -0.6281
H11 4.0239 -1.5961 -1.6923
H12 4.7689 -0.8680 1.4294
H13 -6.4262 4.5051 -0.7489
H14 0.2947 5.1774 6.3135
H15 -6.5101 -1.3991 -0.2031
H16 -0.9912 1.4744 2.2350
H17 2.8180 -0.8398 5.5938
H18 -2.6680 0.6820 -7.4216
H19 3.2196 -2.3479 5.0193
H20 -6.3542 -0.5674 -1.7496
H21 2.3179 -6.7255 -2.2978
H22 3.9628 -8.4760 -2.6417
H23 -1.9944 -2.6608 2.0427
H24 3.4972 -0.1417 -2.6629
H25 -2.2593 -0.0683 -4.5301
H26 1.4385 -3.5271 3.7615
H27 -0.9615 5.9188 -0.2394
H28 1.3212 -5.6806 0.2136
H29 1.5914 6.3687 -1.5806
H30 -2.6641 -4.5984 0.1560
H31 -2.1253 -0.6717 4.0044
H32 1.4556 5.8261 5.3502
H33 -2.1730 7.1835 -1.8830
H34 -0.6504 -2.7617 3.1581
H35 0.3248 2.8931 3.9109
H36 -1.8000 2.3924 -5.3900
H37 -6.5580 1.5002 -2.9860
H38 -1.0623 3.2423 4.8851
H39 -6.9611 3.1448 -3.1008
H40 6.3754 0.0010 4.3797
H41 -2.9476 0.4607 -2.2275
H42 -0.9513 3.9897 0.7655
H43 6.5575 -2.1864 -3.2009
H44 -4.7079 -2.3420 -5.7769
H45 1.1383 4.7658 -2.1338
H46 -0.2635 1.6981 -6.0170
H47 -4.1921 2.5456 -3.0967
H48 3.8037 -4.3804 -1.1636
H49 -5.3529 4.6152 -2.1342
H50 1.9539 -1.6886 8.3418
H51 -3.3909 2.7334 -1.5075
H52 -0.5877 -0.3663 -6.9453
H53 1.2193 5.0571 -0.4378
H54 1.5784 -1.1148 3.8056
H55 -4.2878 -1.1089 -4.5822
H56 -7.5434 -0.0264 -0.4328
H57 6.7552 -5.0540 -5.6622
H58 0.2606 -4.8018 4.1617
H59 0.0666 1.8573 -2.0351
H60 3.6691 -5.7621 -2.9802
H61 -1.4091 -3.2599 4.6381
H62 -1.4873 0.2665 5.3779
H63 -7.6841 2.3429 -1.7776
H64 5.9687 0.9567 2.2586
H65 4.9242 -1.1636 -4.6460
H66 2.9552 -3.0518 -3.3823
H67 1.8897 -4.0696 0.5733
H68 2.9491 -5.4011 0.8416
H69 -5.4264 -0.7367 -5.7876
H70 3.8551 -3.1984 -4.7474
H71 -0.0920 4.9146 1.8456
H72 6.6238 -5.1672 -3.8484
H73 3.0875 1.1185 3.0063
H74 0.2578 -2.3398 -0.9041
H75 -2.4955 2.1650 1.5840
H76 -6.5315 -0.0449 1.7951
H77 0.1870 -0.6194 2.8769
H78 -2.1985 4.1766 2.7418
H79 0.0934 -1.0251 0.2663
H80 6.0264 1.5246 4.4933
H81 5.2586 -8.5422 -1.4602
H82 -0.9745 -0.3383 -1.8055
H83 5.1884 -0.4661 -2.1878
H84 0.0199 -0.2562 7.5433
H85 1.4684 1.3236 -1.2315
H86 -6.5471 2.7279 1.3901
H87 -5.1276 1.0023 2.0459
H88 1.5645 -1.2931 -0.5072
H89 -0.6337 3.8263 -1.4870
H90 1.2680 -4.5197 -2.4669
H91 -2.2942 -1.1334 5.7906
H92 -2.3391 7.5452 -4.3904
H93 -0.8266 8.6614 -4.2290
H94 -1.1124 -3.9563 0.7436
H95 2.0140 -4.5083 6.0328
H96 0.7468 0.3934 4.3052
H97 -2.0521 -3.2471 -0.6642
H98 7.7607 -4.0858 -4.5739
H99 5.6281 -1.5252 2.8468
H100 1.4374 4.0534 5.4504
H101 -3.4125 0.5452 0.1874
H102 -0.7580 1.7163 -4.2643
H103 -2.3622 1.7092 3.2997
H104 -0.5799 7.8721 -1.7952
H105 -3.5798 1.0430 -5.9895
H106 5.3964 -3.4458 -2.7205
H107 2.8023 2.7396 -0.2107
H108 4.1607 2.5327 3.1785
H109 3.6341 -1.9628 6.6086
H110 2.4386 3.2740 1.3910
H111 -3.9023 -0.8835 -0.5847
H112 -1.4064 -1.5611 -6.0164
H113 0.3093 -4.2206 6.4920
H114 5.4843 -7.4361 -2.8069
H115 0.6274 -2.9507 8.3759

Results
Largest force on an atom (eV/A): 5.9
Charge: +2
Calculated total energy (eV): -82984.5652
Gap between HOMO and LUMO (eV): 2.63

Mulliken population analysis, charges in e, atoms 1 to 8:
1 Y 1.53
2 O -0.45
3 O -0.22
4 O -0.31
5 O -0.37
6 O -0.41
7 O -0.54
8 O -0.38

=====

# 2
DFT (ωB97M-V/def2-TZVPD) results for a cluster of 11 separate species, C46H121N7O14 in total at a distorted geometry.

CARTESIAN COORDINATES (ANGSTROEM)
O1 2.5872 -3.6723 1.1614
O2 6.9596 3.9375 -0.0198
O3 -0.2886 -10.0223 -1.5988
O4 1.6134 6.5309 4.3990
O5 -1.5296 6.4783 3.6979
O6 -4.8894 -4.6863 1.0815
O7 -1.7141 -5.1264 -3.2868
O8 1.6195 2.6494 1.7973
O9 0.2583 -3.5888 -0.2625
O10 -4.7131 1.7609 0.7865
O11 2.2470 -3.3721 -6.4115
O12 -6.1491 -2.3045 -2.9625
O13 -0.0773 2.6671 -4.1718
O14 2.0303 -0.9205 6.2377
N1 -0.0446 -2.7083 -4.1120
N2 3.3102 3.2384 -0.2281
N3 -2.9710 9.4594 2.0020
N4 1.2742 5.1317 -4.7114
N5 -4.3538 -1.4231 -0.8219
N6 -4.0505 -3.9580 3.8879
N7 0.0872 -0.6328 0.8839
C1 1.4359 5.5338 -2.2573
C2 2.1829 -2.7170 -5.1635
C3 3.5596 -3.7444 -6.8052
C4 7.6683 3.8118 1.1337
C5 3.5830 0.0575 4.8158
C6 0.6557 0.7276 0.6807
C7 4.7019 3.0236 -0.5961
C8 3.1827 -4.9552 -0.8307
C9 -0.2720 -1.1736 -0.4546
C10 1.9416 8.8779 4.1817
C11 3.5741 -3.8554 0.1446
C12 -2.6791 7.1633 3.2637
C13 -4.9934 -1.5206 -3.3546
C14 -1.7868 9.3319 4.1684
C15 4.8690 3.0862 -2.1220
C16 3.7608 -2.4742 -0.5929
C17 1.2126 4.4761 -3.3602
C18 5.5879 4.0849 0.1720
C19 -5.3787 2.1952 1.9451
C20 -3.5702 -4.2737 1.4656
C21 -4.8915 -5.9646 0.6476
C22 -4.0316 -1.8290 -2.1917
C23 -2.8738 -5.7318 -2.7293
C24 -4.8115 0.3296 0.8215
C25 -0.0535 -8.6733 -1.8918
C26 -1.7773 5.3385 4.4957
C27 -7.0673 -2.4562 -3.9667
C28 1.3779 -8.5173 -1.5505
C29 1.3413 3.6702 2.7971
C30 -4.2748 -0.0214 -0.5363
C31 -0.7803 -2.6430 -0.3631
C32 -2.0772 8.6041 2.7904
C33 0.8639 -1.9156 -4.8486
C34 3.7700 -2.3801 5.4941
C35 -1.8181 -4.5319 -4.5772
C36 3.5673 7.3340 5.3936
C37 2.0982 7.6254 5.0797
C38 -3.6505 -3.2237 2.6531
C39 -0.3849 -3.9558 -4.8520
C40 -0.3399 -8.3619 -3.3021
C41 -0.0352 3.7430 -3.2380
C42 -2.4288 -2.2455 2.7071
C43 -0.9392 1.6537 -3.7452
C44 -0.0801 -4.9449 -0.4566
C45 1.0596 1.3982 2.0461
C46 2.7986 -1.2431 5.0747
H1 4.9682 2.0595 -0.1627
H2 -7.4599 -1.4684 -4.2079
H3 -3.3884 -3.7187 0.5453
H4 -5.0832 -0.4391 -3.4567
H5 1.9272 4.5681 2.6006
H6 -5.7696 -6.2168 0.0531
H7 -1.2013 8.5294 2.1459
H8 0.3058 3.9995 2.8832
H9 4.3463 -3.1515 -6.3388
H10 -2.2768 -1.6454 3.6042
H11 1.7501 -3.6280 0.6935
H12 -1.3567 -8.4904 -3.6730
H13 2.2919 -4.7451 -1.4227
H14 0.8848 6.4139 -2.5886
H15 2.6827 -3.2659 -4.3654
H16 1.5771 0.5539 0.1248
H17 1.6550 -8.7817 -0.5300
H18 0.3481 -2.9530 -3.2141
H19 3.3328 -3.3282 5.8074
H20 3.9559 0.0163 3.7924
H21 -0.9190 -0.5756 -1.0964
H22 2.7874 -5.8502 -0.3503
H23 -1.6216 -2.9731 2.7923
H24 8.7186 3.6304 0.9058
H25 -5.3036 -1.6663 -0.5796
H26 1.0726 -1.0035 -4.2894
H27 -4.0454 -2.8789 -1.8994
H28 -2.8498 -5.0680 1.6611
H29 4.4525 0.1743 5.4627
H30 -2.5228 -3.7012 -4.6136
H31 -1.2303 8.8032 4.9423
H32 1.6627 -1.7671 6.5018
H33 -0.9045 4.3492 -3.4932
H34 -1.4432 -2.7813 0.4910
H35 -4.8678 -4.4993 3.6449
H36 1.6443 8.4845 3.2096
H37 -3.1034 6.4404 2.5669
H38 2.4312 5.9667 -2.1568
H39 5.8179 2.8023 -2.5772
H40 1.5525 7.8360 5.9995
H41 2.0228 -1.4861 4.3486
H42 -6.4642 2.1110 1.9971
H43 1.2556 5.2055 -1.2336
H44 0.4030 -4.6900 -4.6842
H45 -3.5158 7.1927 3.9616
H46 -0.2345 3.5334 -2.1870
H47 -4.5406 -1.9541 -4.2463
H48 -5.8237 -0.0644 0.9122
H49 5.3673 4.2187 1.2310
H50 -1.2927 -2.9506 -1.2746
H51 4.5528 -2.4636 4.7402
H52 -6.6319 -2.7889 -4.9089
H53 -0.0950 1.2526 0.0900
H54 -4.9335 -6.5549 1.5630
H55 1.0720 9.4842 4.4354
H56 1.6923 3.3059 3.7626
H57 -1.1467 -10.4281 -1.7421
H58 0.8159 -1.2600 1.1933
H59 1.8380 0.7419 2.4352
H60 3.7344 6.3208 5.7591
H61 -1.9494 4.4826 3.8430
H62 -2.2214 -1.5873 1.8633
H63 -3.8198 9.6221 2.5247
H64 -4.9488 0.5512 -1.1734
H65 1.1494 4.4854 -5.4775
H66 -4.0297 -6.2360 0.0380
H67 -2.1899 -5.2513 -5.3068
H68 -1.2236 1.2690 -4.7246
H69 -3.7487 -5.0822 -2.7032
H70 3.5415 -3.7538 -7.8950
H71 -2.6655 -5.8222 -1.6632
H72 -4.5735 -2.7357 2.3401
H73 7.3686 3.0148 1.8141
H74 3.8983 8.0564 6.1398
H75 4.4946 -4.1923 0.6213
H76 -3.1144 -6.6738 -3.2220
H77 4.1853 -2.0559 6.4483
H78 3.0567 0.9897 5.0207
H79 -0.9765 5.1843 5.2189
H80 2.8801 -2.2131 -1.1796
H81 4.0176 -1.7234 0.1544
H82 0.5682 -5.6732 0.0305
H83 -3.3258 8.8535 1.2760
H84 2.1961 5.5388 -4.6445
H85 -0.3306 -3.6907 -5.9079
H86 -1.7462 2.1481 -3.2044
H87 1.7927 -7.5618 -1.8715
H88 2.8892 -1.8885 -5.2164
H89 -1.1748 10.2056 3.9441
H90 0.3477 -1.6761 -5.7782
H91 -5.0215 1.7327 2.8652
H92 -4.4285 -3.3851 4.6288
H93 2.8053 2.6141 -0.8408
H94 -0.5406 -7.9677 -1.2188
H95 2.7582 9.5843 4.0324
H96 0.2226 -8.9133 -4.0556
H97 -2.6659 5.2652 5.1228
H98 -7.9338 -3.0871 -3.7684
H99 0.6633 -1.3540 -0.9845
H100 4.2959 7.5044 4.6010
H101 -4.2826 0.0017 1.7164
H102 0.7293 6.6438 4.0422
H103 2.0584 3.7890 -3.3822
H104 3.8319 -4.6757 -6.3085
H105 4.4348 4.0590 -2.3527
H106 -0.0195 -7.3202 -3.3157
H107 -5.1771 3.2253 2.2390
H108 7.6114 4.6783 1.7926
H109 2.9271 2.9868 0.6720
H110 5.2881 5.0440 -0.2501
H111 0.1909 1.3400 2.7019
H112 -0.4619 0.9143 -3.1022
H113 -0.1323 -5.0885 -1.5359
H114 4.6519 -2.4142 -1.2178
H115 -1.0764 -5.2207 -0.1111
H116 -3.0318 -1.4045 -2.2823
H117 3.9234 -5.3200 -1.5424
H118 -2.7145 9.5343 4.7037
H119 2.0184 -9.1961 -2.1136
H120 -3.2685 0.3921 -0.4686
H121 4.0998 2.5458 -2.6737

Results
Largest force on an atom (eV/A): 3.0
Calculated total energy (eV): -88746.6850
Gap between HOMO and LUMO (eV): 8.96

Mulliken population analysis, charges in e, atoms 1 to 8:
1 O -0.54
2 O -0.35
3 O -0.60
4 O -0.35
5 O -0.13
6 O -0.29
7 O 0.44
8 O -0.44

=====

What is the formula in the second record?
C46H121N7O14

=====

What is the formula in the second record?
C46H121N7O14